Entry 1:
The following is a quantum chemistry calculation of a 2-piece molecular cluster, C3H10N2O3 overall, from OMol25.

```
18
Properties=species:S:1:pos:R:3:forces:R:3:lowdin_charge:R:1
N 0.350239 0.558948 -2.665444 -0.409 -0.108 0.044 0.00
C 0.652043 0.042474 -1.334803 0.064 -0.176 -0.706 -0.20
C -0.124652 0.777609 -0.262611 0.344 1.425 0.908 -0.48
O -1.030051 1.546515 -0.527979 -0.217 -0.433 -0.227 0.06
N 0.279443 0.674305 1.052737 1.284 -0.798 0.688 0.08
C 1.452816 -0.073654 1.493545 -0.305 -1.931 -2.084 -0.21
O 1.343190 -1.434935 0.997593 -0.077 0.371 0.720 -0.08
H 0.353688 1.574106 -2.650546 0.256 0.014 0.081 0.07
H -0.629180 0.360774 -2.848345 0.060 -0.107 -0.148 0.07
H 1.748396 0.075366 -1.203538 -0.520 -0.001 0.355 0.12
H 0.355450 -1.011780 -1.288907 0.262 0.145 -0.009 0.12
H -0.152783 1.242407 1.761076 -0.367 0.271 -0.338 0.14
H 2.384494 0.139501 0.960313 -0.085 1.120 0.576 0.12
H 1.539530 -0.125608 2.572026 0.034 0.671 0.116 0.12
H 0.708011 -1.860030 1.572215 -0.373 -0.508 0.027 0.08
O -2.538427 -1.532286 1.083157 0.148 -0.121 -0.316 -0.05
H -2.578593 -1.765380 0.145698 -0.116 -0.034 0.222 0.04
H -1.954854 -0.768103 1.087971 0.018 0.199 0.093 0.00
```
Positions in Å, forces in eV/Å.

As for the HOMO-LUMO gap: 10.350 eV. The energy above the lowest of the compared OMol25 structures with the same formula, charge and spin comes out at 23.4 kcal per mole. Its HOMO energy is -0.3614 hartree. As for the charge: 0. Its energy is -12395.71993 eV. Its SMILES is NCC(=O)NCO.O.

***

Entry 2:
The following is a quantum chemistry calculation of a 2-piece molecular cluster, CH9N2 overall, from OMol25.

```
12
Properties=species:S:1:pos:R:3:forces:R:3:lowdin_charge:R:1
N -1.908045 0.603834 0.083208 -1.471 1.250 -0.747 -0.02
H -2.461248 0.281631 -0.796088 1.012 0.802 2.192 0.11
H -2.427071 0.309255 0.941346 0.234 0.253 -1.135 0.07
H -0.522072 -0.238360 0.147590 1.153 -0.044 -0.394 0.09
H -1.963728 1.692712 0.097974 0.241 -2.566 -0.166 0.11
C 1.723349 0.100029 -0.122379 -0.013 -0.768 3.076 -0.03
N 0.483126 -0.792534 0.028495 -0.511 -0.293 -2.472 0.05
H 1.741501 0.855250 0.740098 -0.131 -1.164 -1.313 0.12
H 1.713497 0.595655 -1.041080 -0.119 0.664 -1.387 0.06
H 2.603790 -0.574621 -0.021536 -0.591 0.678 -0.221 0.10
H 0.384839 -1.424131 -0.872114 0.265 1.490 2.347 0.20
H 0.632058 -1.408719 0.814488 -0.070 -0.300 0.220 0.13
```
Positions in Å, forces in eV/Å.

As for the HOMO-LUMO gap: 12.331 eV. The energy above the lowest of the compared OMol25 structures with the same formula, charge and spin comes out at 13.2 kcal per mole. Its HOMO energy is -0.5815 hartree. As for the charge: +1. Its energy is -4156.68481 eV.